{
  "formula": "C23H26BrN3O2ReS3Te",
  "method": "ωB97M-V/def2-TZVPD",
  "species": ["Re", "O", "C", "C", "C", "C", "C", "C", "C", "O", "N", "N", "C", "C", "Br", "C", "C", "C", "C", "C", "C", "C", "H", "H", "H", "H", "H", "H", "H", "H", "H", "H", "H", "H", "H", "H", "C", "C", "S", "C", "C", "S", "H", "H", "H", "H", "H", "H", "S", "C", "N", "C", "Te", "C", "H", "H", "H", "H", "H", "H"],
  "xyz": [[-0.62196, 0.24791, -0.87845], [-1.79435, -3.05095, -4.12232], [-0.78098, -3.77908, -3.56421], [-0.09536, -4.68511, -4.35615], [0.96345, -5.39928, -3.81309], [1.34500, -5.20197, -2.49523], [0.64271, -4.30368, -1.70248], [-0.43663, -3.60543, -2.22040], [-1.26692, -2.60619, -1.44796], [-1.17885, -1.35609, -2.04589], [-0.82941, -2.53524, -0.04870], [-1.01444, -1.30553, 0.52882], [-1.30713, -1.26786, 1.77444], [-1.30758, -0.06732, 2.61287], [0.39550, 0.74521, 2.84878], [-2.33484, 0.34132, 3.35502], [-3.68642, -0.23572, 3.36739], [-4.27326, -0.85470, 2.26235], [-5.54688, -1.39540, 2.35390], [-6.25572, -1.32270, 3.54339], [-5.69132, -0.68919, 4.64285], [-4.42331, -0.14302, 4.55106], [-1.88962, -2.23440, -3.59888], [-0.38850, -4.80316, -5.39054], [1.50450, -6.10141, -4.43400], [2.19276, -5.73366, -2.08628], [0.94627, -4.12594, -0.67897], [-2.32189, -2.93804, -1.47070], [-1.20132, -3.28308, 0.52955], [-1.52524, -2.20962, 2.28036], [-2.15940, 1.14879, 4.05620], [-3.75531, -0.87075, 1.31478], [-5.99262, -1.86156, 1.48470], [-7.24990, -1.74419, 3.61021], [-6.24310, -0.61637, 5.57074], [-3.98691, 0.35565, 5.40804], [-1.13978, 4.81855, 0.11728], [-1.36690, 3.34986, -0.12236], [0.03605, 2.37022, -0.36619], [-2.59040, 2.76540, -0.15232], [-3.88199, 3.48718, 0.11079], [-2.70220, 1.06954, -0.44233], [-0.07906, 5.05439, 0.05458], [-1.48696, 5.11100, 1.10978], [-1.66750, 5.42861, -0.61717], [-3.70970, 4.52674, 0.38223], [-4.42718, 3.00663, 0.92499], [-4.52664, 3.46455, -0.76934], [3.96194, -1.35445, -0.89057], [2.44276, -0.83301, -0.78846], [1.33151, -0.46006, -0.74767], [2.09820, 1.76236, -3.10007], [0.13583, 1.00735, -3.37491], [0.85772, -0.80592, -4.19863], [2.58814, 1.78912, -4.07023], [2.62033, 1.09203, -2.42184], [2.03425, 2.75954, -2.67538], [1.35058, -1.37178, -3.41212], [1.55479, -0.54210, -4.99092], [0.01935, -1.36201, -4.60316]],
  "forces_ev_per_a": [[0.304, -0.366, -0.522], [0.023, 0.053, -0.013], [-0.041, -0.013, 0.037], [0.001, 0.008, 0.027], [-0.016, -0.003, -0.021], [0.019, -0.004, 0.022], [-0.012, 0.017, 0.001], [-0.025, 0.033, -0.070], [-0.059, -0.093, 0.019], [0.018, 0.187, 0.228], [-0.008, -0.067, -0.011], [0.034, 0.052, 0.173], [-0.002, -0.066, -0.068], [0.015, 0.095, 0.065], [-0.020, -0.025, 0.013], [0.038, -0.026, -0.016], [-0.028, 0.024, -0.002], [0.010, -0.012, 0.009], [-0.020, 0.002, 0.000], [-0.001, -0.001, 0.003], [-0.006, -0.002, -0.005], [-0.002, -0.013, 0.003], [-0.017, -0.066, -0.027], [-0.001, -0.004, -0.018], [0.010, -0.003, -0.004], [0.006, -0.012, 0.009], [0.013, -0.005, -0.005], [0.021, 0.028, 0.007], [0.024, 0.021, -0.033], [-0.010, 0.011, -0.017], [0.012, 0.013, -0.002], [0.003, -0.010, -0.008], [0.002, -0.002, -0.001], [-0.006, -0.003, 0.002], [-0.002, 0.001, 0.003], [0.006, 0.005, 0.008], [0.012, 0.004, -0.007], [0.015, -0.063, -0.021], [-0.138, 0.120, -0.003], [0.012, -0.060, 0.009], [0.020, 0.009, -0.006], [-0.068, 0.077, 0.094], [0.003, 0.014, 0.000], [-0.006, 0.008, 0.008], [-0.002, 0.017, -0.001], [-0.007, 0.011, 0.004], [-0.004, -0.007, 0.002], [-0.002, 0.011, 0.002], [0.053, 0.014, 0.000], [-0.021, -0.136, 0.020], [-0.202, 0.113, 0.032], [-0.021, -0.011, 0.057], [0.071, 0.079, 0.005], [-0.002, 0.008, 0.067], [-0.023, 0.012, -0.012], [0.025, 0.036, -0.025], [-0.008, 0.012, 0.002], [0.001, -0.006, 0.014], [0.007, 0.007, -0.005], [0.001, -0.021, -0.022]],
  "spin_multiplicity": 2,
  "mol_weight_g_mol": 866.39,
  "de_lowest_kj_mol": 0.0,
  "max_force_ev_per_a": 0.7,
  "homo_energy_ev": [-7.41, -7.39],
  "gap_ev": [6.3577, 6.6352]
}